Here is C39H47N6O6P3SrTe as an isolated structure from OMol25. Energies are from ωB97M-V with the def2-TZVPD basis set.

Properties
HOMO-LUMO gap = 5.516 eV
Charge = 0
HOMO = -6.425 eV
Electronic energy = -98429.0849 eV

Geometry as XYZ:
```
103
Properties=species:S:1:pos:R:3:forces:R:3:lowdin_charge:R:1
Sr 0.151576 1.057580 0.797129 0.2 -0.3 0.0 1.281
N 3.044645 1.556267 -0.055313 0.0 -0.1 0.0 0.056
N 3.317268 2.848633 -0.520267 0.1 0.0 0.0 0.016
C 2.328422 3.757275 -0.574425 -0.2 0.1 0.1 -0.399
N 2.607245 5.026416 -0.853148 0.1 0.0 0.0 0.220
N 1.122854 3.259410 -0.329790 -0.2 -0.4 0.2 0.048
N 0.059519 4.051835 -0.092555 -0.1 -0.1 0.2 -0.442
O -0.022805 5.218226 -0.435202 0.1 -0.1 0.0 0.073
O -0.836955 3.444817 0.510024 -0.1 0.6 -0.2 -0.085
H 3.407584 1.413128 0.889552 0.0 0.0 0.1 0.065
H 3.433319 0.884171 -0.705335 0.0 0.0 0.0 0.084
H 4.272128 3.169465 -0.564403 0.0 0.0 0.0 0.158
H 3.553264 5.350090 -0.944710 0.0 0.0 0.0 0.126
H 1.834901 5.674426 -0.900606 0.0 0.0 0.0 0.102
Te -2.731951 -2.580649 0.652658 0.0 0.0 -0.1 1.251
C -4.267139 -3.569404 -0.401375 0.1 0.0 0.0 -0.554
C -4.127594 -3.874757 -1.746492 -0.1 0.0 0.0 -0.147
C -5.179625 -4.498148 -2.398075 0.0 0.0 0.0 -0.160
N -6.329489 -4.831364 -1.811622 0.0 0.0 0.0 0.047
C -6.442483 -4.542336 -0.516891 0.0 0.0 0.0 -0.164
C -5.452752 -3.918621 0.228425 0.0 0.0 0.0 -0.138
C -1.813864 -1.675272 -1.026263 0.1 -0.1 0.2 -0.998
P -2.270135 0.079990 -1.006945 0.1 0.1 0.0 0.781
C -4.091233 0.154467 -0.857618 0.1 0.0 0.0 -0.411
C -4.659944 0.958743 0.124204 0.0 0.0 0.0 -0.110
C -6.037987 1.021926 0.274327 0.0 0.0 0.0 -0.085
C -6.859116 0.272057 -0.555391 0.0 0.0 0.0 -0.085
C -6.300327 -0.529404 -1.542281 0.0 0.0 0.0 -0.073
C -4.924649 -0.579286 -1.697228 0.0 0.0 0.0 -0.100
C -2.058101 0.714291 -2.723617 0.0 0.0 0.0 -0.357
C -1.626638 2.028316 -2.885047 0.0 0.0 0.0 -0.108
C -1.466967 2.578665 -4.149731 0.0 0.0 0.0 -0.087
C -1.738184 1.811628 -5.273301 0.0 0.0 0.0 -0.089
C -2.174963 0.501458 -5.124882 0.0 0.0 0.0 -0.078
C -2.332179 -0.040448 -3.859836 0.0 -0.1 0.0 -0.108
P -0.021756 -1.751697 -0.778625 0.1 0.2 0.0 0.776
C 0.362736 -3.488184 -0.356488 0.0 0.1 0.1 -0.432
C -0.042118 -4.535034 -1.179269 0.0 0.0 0.0 -0.098
C 0.231281 -5.846139 -0.828403 0.0 0.0 0.0 -0.074
C 0.921310 -6.124129 0.346180 0.0 0.0 0.0 -0.086
C 1.338092 -5.085955 1.165059 0.0 -0.1 0.0 -0.083
C 1.058177 -3.773020 0.811376 0.0 0.0 0.0 -0.116
C 0.791168 -1.677887 -2.432444 -0.1 0.0 0.0 -0.363
C 2.111446 -1.240902 -2.498197 0.0 0.0 0.1 -0.120
C 2.794393 -1.201993 -3.704146 0.0 0.0 0.0 -0.093
C 2.152085 -1.595878 -4.870727 0.0 0.0 0.0 -0.090
C 0.837962 -2.040350 -4.816966 0.0 0.0 0.0 -0.075
C 0.166242 -2.084492 -3.604564 0.0 0.0 0.0 -0.106
H -3.223606 -3.597364 -2.276607 0.0 0.0 0.0 0.071
H -5.099207 -4.743135 -3.452814 0.0 0.0 0.0 0.100
H -7.382908 -4.815177 -0.049236 0.0 0.0 0.0 0.100
H -5.624827 -3.691014 1.273148 0.0 0.0 0.0 0.091
H -4.016589 1.530746 0.782931 0.0 0.0 0.0 0.093
H -6.468717 1.648666 1.044463 0.0 0.0 0.0 0.101
H -7.934060 0.308742 -0.433372 0.0 0.0 0.0 0.101
H -6.935284 -1.124193 -2.186694 0.0 0.0 0.0 0.107
H -4.494829 -1.214118 -2.459883 0.0 0.0 0.0 0.088
H -1.437017 2.633320 -2.003698 0.0 0.0 0.0 0.072
H -1.137480 3.604548 -4.257519 0.0 0.0 0.0 0.099
H -1.612538 2.232483 -6.262636 0.0 0.0 0.0 0.100
H -2.389942 -0.098616 -6.000439 0.0 0.0 0.0 0.104
H -2.659709 -1.066751 -3.742099 0.0 0.0 0.0 0.088
H -0.589417 -4.320529 -2.089776 0.0 0.0 0.0 0.097
H -0.096888 -6.654780 -1.468790 0.0 0.0 0.0 0.104
H 1.130646 -7.149957 0.620805 0.0 0.0 0.0 0.101
H 1.871997 -5.297247 2.082762 0.0 0.0 0.0 0.101
H 1.367475 -2.961482 1.458938 0.0 0.0 0.0 0.074
H 2.613980 -0.959313 -1.575598 0.0 0.0 0.0 0.068
H 3.825069 -0.871086 -3.738863 0.0 0.0 0.0 0.097
H 2.675967 -1.561126 -5.817281 0.0 0.0 0.0 0.100
H 0.336178 -2.355113 -5.723453 0.0 0.0 0.0 0.105
H -0.857922 -2.433469 -3.549948 0.0 0.0 0.0 0.083
C 1.905240 5.278316 2.715863 0.0 0.0 0.0 -0.030
C 1.937525 4.175292 3.759523 0.1 -0.1 0.1 -0.622
C 3.086330 4.396172 4.733856 0.0 0.0 0.0 -0.028
C 0.603373 4.086096 4.488556 0.0 0.0 0.0 -0.024
O 2.184215 2.954085 3.004494 -0.1 0.2 -0.2 -0.192
P 2.056560 1.475177 3.643885 0.0 -0.2 -0.2 0.252
O 2.301577 1.419076 5.093948 0.0 0.0 0.0 -0.251
O 0.789557 0.875608 3.061002 0.1 0.1 -0.1 -0.496
O 3.288519 0.833191 2.782950 0.0 0.0 0.0 -0.227
C 3.986895 -0.376915 3.201641 0.0 0.0 -0.1 -0.620
C 5.079428 0.012442 4.184360 0.0 0.0 0.0 -0.024
C 3.026286 -1.386982 3.815262 0.0 0.0 0.0 -0.032
C 4.578112 -0.933527 1.913889 0.0 0.0 0.0 -0.034
H 1.824917 6.251396 3.201595 0.0 0.0 0.0 0.095
H 1.045798 5.162513 2.056461 0.0 0.0 0.0 0.067
H 2.821972 5.262643 2.122510 0.0 0.0 0.0 0.079
H 2.943477 5.337352 5.267748 0.0 0.0 0.0 0.090
H 4.033234 4.441065 4.191507 0.0 0.0 0.0 0.089
H 3.133595 3.580457 5.451684 0.0 0.0 0.0 0.074
H 0.392719 5.032353 4.989332 0.0 0.0 0.0 0.094
H 0.625911 3.294420 5.236201 0.0 0.0 0.0 0.082
H -0.203018 3.882436 3.781432 0.0 0.0 0.0 0.088
H 4.639297 0.472787 5.066962 0.0 0.0 0.0 0.080
H 5.766658 0.722646 3.720645 0.0 0.0 0.0 0.088
H 5.640892 -0.873857 4.483781 0.0 0.0 0.0 0.090
H 2.613114 -1.017925 4.752300 0.0 0.0 0.0 0.083
H 3.561836 -2.317364 4.010531 0.0 0.0 0.0 0.095
H 2.202670 -1.594613 3.132087 0.0 0.0 0.0 0.069
H 5.223080 -0.192523 1.436048 0.0 0.0 0.0 0.082
H 3.784459 -1.224443 1.220449 0.0 0.0 0.0 0.078
H 5.176703 -1.819350 2.128375 0.0 0.0 0.0 0.093
```
Positions in Å, forces in eV/Å.

***

Here is a 2-piece molecular cluster, C3H8NOP overall at a distorted geometry from OMol25. Energies are from ωB97M-V with the def2-TZVPD basis set.

Properties
HOMO-LUMO gap (spin up / spin down) = 6.739 / 8.710 eV
Charge = 0
HOMO (spin up / spin down) = -8.035 / -8.783 eV
Electronic energy = -16061.0823 eV

Geometry as XYZ:
```
14
Properties=species:S:1:pos:R:3:forces:R:3:nbo_charge:R:1
C -0.347671 1.319101 0.336148 2.6 -0.3 0.7 -0.714
C -1.420388 -0.788505 -0.451378 0.3 -1.2 -1.3 -0.126
C -0.400138 0.333590 -0.681654 -2.7 -2.3 2.5 0.017
N 2.130838 -0.953919 -0.608728 -2.1 -4.2 -3.5 -0.908
O -1.321456 -1.348931 0.848940 2.0 -1.1 0.3 -0.729
P 2.535931 0.106458 0.286454 2.4 4.5 4.1 0.822
H -0.839378 0.991368 1.220048 -0.8 0.2 0.7 0.239
H 0.803519 1.234079 0.666206 -1.5 1.0 -0.2 0.200
H -0.577026 2.296304 -0.070140 0.2 0.4 0.4 0.237
H -1.350632 -1.614184 -1.305058 -0.2 1.7 1.7 0.179
H -2.471068 -0.385477 -0.381234 1.0 -0.1 -0.8 0.200
H -0.245437 0.687811 -1.602722 0.8 0.7 -3.7 0.173
H -0.431346 -1.808842 0.964894 -1.6 0.9 -0.5 0.477
H 3.934256 -0.068857 0.778224 -0.4 -0.3 -0.4 -0.068
```
Positions in Å, forces in eV/Å.